(1)
A structure of composition C6H12F14K2NO10P2S2. Source: the Open Molecules 2025 dataset; level of theory: the ωB97M-V functional and the def2-TZVPD basis.

```
49
C6H12F14K2NO10P2S2 (the ωB97M-V functional and the def2-TZVPD basis)
K 4.48177 1.25763 -1.15442
K 5.41935 -1.82108 3.59516
N 2.35207 2.08253 -2.69412
S 0.92817 1.47325 -2.66650
O 0.87012 0.03289 -2.72630
O -0.17241 2.13426 -3.32405
F 0.67912 1.73378 -1.11334
S 2.68734 1.78237 -4.28083
O 2.06600 2.52776 -5.34186
O 3.12963 0.45774 -4.58068
F 4.14455 2.51364 -4.20425
P 2.22902 -0.89715 0.97213
F 2.66511 0.65630 1.15869
F 1.58923 -0.83694 2.46217
F 0.83237 -0.48744 0.35447
F 1.92884 -2.47482 0.83982
F 2.99328 -0.95969 -0.48493
F 3.66919 -1.29214 1.69094
P 4.45837 3.87694 2.00810
F 6.05259 4.02588 1.73507
F 4.65100 4.30062 3.54969
F 4.27117 5.41310 1.52077
F 2.86590 3.77699 2.24001
F 4.30124 3.35906 0.45530
F 4.66518 2.31328 2.43290
C -5.35919 -0.21719 -2.04766
O -4.24275 -0.02665 -1.21907
C -3.06361 -0.60155 -1.56216
O -2.95303 -1.39750 -2.43693
O -2.09616 -0.14885 -0.81505
C -2.24982 0.79669 0.22537
H -5.39811 -1.21665 -2.48826
H -5.35028 0.46693 -2.89820
H -6.25160 -0.06656 -1.44637
H -1.39596 0.68316 0.88088
H -3.15224 0.62669 0.82473
H -2.41733 1.79872 -0.16794
C -4.23250 -3.52300 0.27026
O -3.79860 -2.99671 1.52971
C -2.48689 -2.86598 1.69249
O -1.67598 -3.06701 0.83028
O -2.25767 -2.50740 2.95186
C -0.88826 -2.47958 3.35856
H -3.81176 -4.52449 0.20241
H -3.81088 -2.90521 -0.52724
H -5.30778 -3.42932 0.16543
H -0.89906 -2.23865 4.41298
H -0.32381 -1.74263 2.78289
H -0.33495 -3.36602 3.03704
```

- frontier orbital gap (eV) = 6.65
- LUMO (eV) = -0.179
- calculated total energy (hartree) = -5120.6735
- highest occupied orbital energy (eV) = -6.82
- net charge = -1

---

(2)
A structure of composition C30H34F12NO6Si2TeV. Source: the Open Molecules 2025 dataset; level of theory: the ωB97M-V functional and the def2-TZVPD basis.

```
87
C30H34F12NO6Si2TeV (the ωB97M-V functional and the def2-TZVPD basis)
V -0.24310 0.01569 -0.48261
C 3.94935 -4.98958 2.14219
C 2.99650 -4.13684 1.33874
C 2.29516 -4.65387 0.25627
C 1.36701 -3.88442 -0.41856
C 1.08736 -2.56663 -0.03672
N 0.03934 -1.84803 -0.65633
C -1.15464 -2.50587 -1.01589
C -1.59764 -3.64750 -0.32852
C -2.73082 -4.33394 -0.70386
C -3.49409 -3.92503 -1.79191
C -4.72452 -4.68168 -2.23078
C -3.12107 -2.75603 -2.42812
C -1.99663 -2.01952 -2.04789
C -1.72945 -0.66195 -2.73443
O -0.60019 0.00882 -2.28504
C -2.96077 0.26798 -2.46135
F -2.76946 1.48657 -2.98192
F -4.13181 -0.17362 -2.93716
F -3.09093 0.40194 -1.13090
C -1.56153 -0.81118 -4.27437
F -2.71092 -1.07455 -4.91915
F -1.05377 0.30414 -4.81700
F -0.70942 -1.81166 -4.54235
C 1.88742 -2.00045 0.96998
C 2.79376 -2.80545 1.65471
C 1.80875 -0.49888 1.26600
O 1.42422 0.26840 0.15972
C 0.86919 -0.16331 2.48725
F 1.19612 1.07279 2.93441
F -1.03889 -1.50766 2.37554
F 1.13314 -1.01623 3.50282
C 3.24549 0.05801 1.59032
F 3.65006 -0.18697 2.84915
F 3.31745 1.37894 1.39966
F 4.15655 -0.48821 0.75959
H 3.76686 -6.04869 1.95624
H 3.82910 -4.80323 3.21191
H 4.99167 -4.77723 1.88696
H 2.46571 -5.67919 -0.05941
H 0.81396 -4.30239 -1.24936
H -1.03458 -3.96699 0.53707
H -3.02874 -5.21165 -0.13833
H -4.73417 -5.68986 -1.81290
H -4.77553 -4.75554 -3.31855
H -5.63295 -4.17156 -1.89578
H -3.73246 -2.40457 -3.24676
H 3.35612 -2.38577 2.48037
O -2.31324 2.39582 3.94828
C -1.61195 2.01614 3.03719
O -1.14314 2.48433 1.99549
C -0.70943 -0.16948 2.25109
O -1.32883 0.50078 3.20250
O -1.05880 0.15364 0.94154
C 0.25055 7.22210 0.49929
Si -0.68723 5.65301 0.04721
C -1.44857 5.98442 -1.64258
C -2.08369 5.36848 1.24331
C 0.54660 4.21110 0.04773
Te -0.58253 2.60788 -0.79795
C 0.20085 3.06091 -2.75974
Si 1.93891 2.55818 -3.27065
C 2.44576 0.77413 -3.09374
C 3.23642 3.60942 -2.41410
C 2.02483 2.95144 -5.11145
H -0.43127 8.08119 0.53238
H 1.03571 7.44341 -0.23342
H 0.72353 7.13096 1.48424
H -2.20249 6.77342 -1.54844
H -1.94367 5.08856 -2.02671
H -0.71042 6.31424 -2.38336
H -2.68635 6.27478 1.37340
H -1.71639 5.04209 2.21826
H -2.72607 4.56369 0.87806
H 0.82161 3.93804 1.06796
H 1.43250 4.38016 -0.56028
H 0.11426 4.14336 -2.86821
H -0.48826 2.59692 -3.46958
H 2.56736 0.50578 -2.04109
H 3.40358 0.61042 -3.59810
H 1.70230 0.09722 -3.52412
H 3.37661 3.28650 -1.37635
H 2.98277 4.67478 -2.41470
H 4.19755 3.49544 -2.92784
H 1.30171 2.34486 -5.67005
H 3.02429 2.72420 -5.50186
H 1.81308 4.00651 -5.32283
```

- frontier orbital gap (spin up / spin down) (eV) = 7.33 / 7.62
- 2S+1 = 2
- LUMO (spin up / spin down) (eV) = 2.055 / 2.309
- calculated total energy (hartree) = -4659.4934
- highest occupied orbital energy (spin up / spin down) (eV) = -5.27 / -5.31
- net charge = -1

---

(3)
The ion C4H7NO2S with charge -2. Source: the Open Molecules 2025 dataset; level of theory: the ωB97M-V functional and the def2-TZVPD basis.

```
15
C4H7NO2S (the ωB97M-V functional and the def2-TZVPD basis)
C 0.01464 1.52355 0.40002
C -0.10832 0.32789 -0.54737
C -1.45244 -0.39619 -0.35382
S -2.85245 0.47167 -1.14561
N 1.07188 -0.54350 -0.38947
C 1.43178 -1.35666 0.72621
O 0.80997 -1.18085 1.80065
O 2.33988 -2.19579 0.47576
H -0.67993 2.32750 0.13648
H 1.01555 1.93453 0.30206
H -0.12246 1.19597 1.43166
H -0.07934 0.65266 -1.58935
H -1.35126 -1.41347 -0.74478
H -1.59269 -0.51336 0.72312
H 1.55518 -0.83394 -1.22558
```

- relative energy (zero: lowest compared OMol25 entry of this formula, charge and spin) (kcal per mole) = 8.9
- frontier orbital gap (eV) = 5.61
- structure (SMILES) = C[C@H](C[S-])NC(=O)[O-]
- LUMO (eV) = 6.092
- calculated total energy (hartree) = -760.0488
- highest occupied orbital energy (eV) = 0.48
- net charge = -2

---

(4)
The molecule C3H4O2. Source: the Open Molecules 2025 dataset; level of theory: the ωB97M-V functional and the def2-TZVPD basis.

```
9
C3H4O2 (the ωB97M-V functional and the def2-TZVPD basis)
O -2.26359 0.91564 0.47900
C -1.07378 0.81970 0.32985
C -0.26630 -0.09056 -0.46581
C 0.97828 -0.75365 0.09015
O 1.16181 0.30465 -0.78939
H -0.42358 1.57018 0.77285
H -0.76021 -0.63767 -1.32601
H 1.22746 -0.48989 1.05927
H 1.41991 -1.63839 -0.14991
```

- relative energy (zero: lowest compared OMol25 entry of this formula, charge and spin) (kcal per mole) = 54.4
- frontier orbital gap (eV) = 10.90
- structure (SMILES) = O=C[C@@H]1CO1
- LUMO (eV) = 0.526
- calculated total energy (hartree) = -267.1061
- highest occupied orbital energy (eV) = -10.37

---

(5)
A cluster of 2 separate species, C3H7N2O2 in total. Source: the Open Molecules 2025 dataset; level of theory: the ωB97M-V functional and the def2-TZVPD basis.

```
14
C3H7N2O2 (the ωB97M-V functional and the def2-TZVPD basis)
C -0.13628 -0.46985 0.70933
C 1.99473 0.95697 0.35195
C 0.98805 -0.01786 -0.26509
N -0.63491 -1.60911 0.24547
N -2.68794 0.78309 -0.12495
O -3.65173 1.61559 0.00046
O -2.98138 -0.34665 -0.53465
H 1.47835 1.74605 1.03319
H 2.65212 1.36720 -0.45246
H 2.83163 0.30117 0.86707
H 0.38998 0.40128 -1.05184
H 1.61331 -0.92338 -0.63358
H -0.25310 -1.97324 -0.57818
H -1.60284 -1.83126 0.43328
```

- relative energy (zero: lowest compared OMol25 entry of this formula, charge and spin) (kcal per mole) = 134.4
- frontier orbital gap (eV) = 6.95
- LUMO (eV) = 3.921
- calculated total energy (hartree) = -378.3639
- highest occupied orbital energy (eV) = -3.02
- net charge = -1

---

(6)
The molecule C17H25N3O3. Source: the Open Molecules 2025 dataset; level of theory: the ωB97M-V functional and the def2-TZVPD basis.

```
48
C17H25N3O3 (the ωB97M-V functional and the def2-TZVPD basis)
C 4.84127 1.73766 -6.54840
C 3.37225 2.09612 -6.72551
O 2.55826 1.47101 -5.73634
C 2.47674 2.08707 -4.54371
O 3.03376 3.13053 -4.29700
C 1.62543 1.35104 -3.58685
C 1.02160 0.13782 -3.91214
C 0.23785 -0.51264 -2.98547
C 0.03575 0.03014 -1.71304
N -0.75885 -0.68494 -0.82546
C -1.15010 -0.33614 0.45545
O -0.83353 0.68577 1.01941
N -1.98679 -1.26370 1.01275
C -2.35974 -1.16943 2.40558
C -1.41958 -2.00519 3.30394
N -1.66139 -1.93392 4.72243
C -1.43802 -0.62764 5.31212
C -1.33598 -0.77301 6.82851
C -2.62015 -1.38559 7.37754
C -2.88617 -2.70916 6.66850
C -2.92674 -2.49024 5.15753
C 0.63991 1.24410 -1.38601
C 1.42387 1.89041 -2.31704
H 5.42415 2.17891 -7.35189
H 5.20241 2.12237 -5.59785
H 4.97030 0.65790 -6.56500
H 3.23960 3.18138 -6.66064
H 2.98979 1.73044 -7.68122
H 1.17197 -0.28677 -4.89204
H -0.22881 -1.45425 -3.24246
H -1.13415 -1.54488 -1.20071
H -2.06680 -2.17587 0.59147
H -2.28782 -0.11462 2.67508
H -3.39415 -1.50586 2.51384
H -1.48932 -3.05850 3.00804
H -0.39396 -1.66859 3.12328
H -0.50777 -0.22109 4.91004
H -2.25367 0.07734 5.07380
H -1.15404 0.20402 7.27884
H -0.49381 -1.42523 7.06380
H -2.53662 -1.54275 8.45436
H -3.45483 -0.70268 7.19999
H -3.83125 -3.14116 7.00248
H -2.08360 -3.41109 6.89925
H -3.07994 -3.44539 4.64809
H -3.77716 -1.82771 4.91433
H 0.48421 1.66538 -0.40747
H 1.89691 2.83027 -2.07669
```

- relative energy (zero: lowest compared OMol25 entry of this formula, charge and spin) (kcal per mole) = 29.9
- frontier orbital gap (eV) = 8.78
- structure (SMILES) = CCOC(=O)c1ccc(NC(=O)NCCN2CCCCC2)cc1
- LUMO (eV) = 0.510
- calculated total energy (hartree) = -1052.8319
- highest occupied orbital energy (eV) = -8.27